[1]
Formula: C14H14BrF6IN7PRe
Source: OMol25
Level of theory: the ωB97M-V functional and the def2-TZVPD basis

Computed properties:
Net charge: +3
2S+1: 3
Kohn-Sham gap (alpha / beta) (eV): 4.5 / 5.9
<S²>: 2.391
Highest occupied orbital energy (alpha / beta) (eV): -18.444 / -18.457

Positions of all 45 atoms, in Å:
Re  0.58  0.21  0.07
C  0.69  -1.44  5.28
C  -0.17  -1.34  4.04
C  -1.54  -1.59  4.08
C  -2.31  -1.49  2.93
C  -1.71  -1.11  1.75
Br  -2.81  -0.99  0.23
N  -0.38  -0.86  1.67
C  0.36  -0.98  2.83
H  0.35  -2.25  5.92
H  0.64  -0.52  5.85
H  1.74  -1.63  5.03
H  -2.02  -1.87  5.01
H  -3.37  -1.69  2.94
H  1.41  -0.78  2.77
N  -0.17  -3.00  -0.64
C  -0.35  -2.18  -1.67
N  -0.83  -2.67  -2.78
C  -0.86  -1.85  -3.85
N  -1.39  -2.29  -4.96
N  -0.32  -0.58  -3.89
C  0.11  -0.14  -2.77
N  0.05  -0.84  -1.55
C  0.82  1.15  -2.69
C  1.04  1.97  -3.76
C  1.82  3.11  -3.57
C  2.35  3.38  -2.32
C  2.08  2.53  -1.27
N  1.31  1.43  -1.45
H  -0.44  -3.96  -0.76
H  0.21  -2.72  0.24
H  -1.79  -3.22  -5.00
H  -1.42  -1.70  -5.78
H  0.63  1.70  -4.72
H  2.00  3.78  -4.40
H  2.97  4.25  -2.15
H  2.46  2.72  -0.28
I  2.89  -0.96  0.34
F  0.79  1.66  1.49
P  -0.77  2.84  1.44
F  0.03  3.51  0.30
F  -2.11  3.48  1.06
F  -1.01  1.45  0.07
F  -1.37  1.76  2.36
F  -0.19  3.70  2.55

---

[2]
Formula: C14H14BrGaNO2
Source: OMol25
Level of theory: the ωB97M-V functional and the def2-TZVPD basis

Computed properties:
Net charge: -1
2S+1: 1
Kohn-Sham gap (eV): 6.4
Highest occupied orbital energy (eV): -3.632

Positions of all 33 atoms, in Å:
C  -1.15  0.78  -3.79
C  0.24  0.59  -4.06
C  1.00  1.27  -3.06
C  0.06  1.87  -2.13
C  -1.28  1.58  -2.62
Ga  -0.11  -0.29  -1.43
N  -1.60  -1.59  -1.55
C  -0.71  -2.76  -1.74
C  0.55  -2.06  -2.25
H  2.07  1.43  -3.05
H  0.65  0.08  -4.93
H  0.30  2.64  -1.40
H  -2.19  2.03  -2.23
H  -1.97  0.45  -4.42
H  0.56  -1.93  -3.34
H  -1.11  -3.56  -2.39
H  -2.11  -1.74  -0.67
H  1.49  -2.46  -1.88
H  -0.52  -3.17  -0.73
Br  0.55  2.88  1.49
C  0.51  1.56  2.84
C  0.60  2.02  4.16
C  0.54  1.12  5.24
C  0.37  -0.25  5.01
C  0.28  -0.71  3.70
C  0.38  0.16  2.61
C  0.29  -0.48  1.26
O  -0.01  -1.68  1.15
O  0.51  0.33  0.24
H  0.71  3.08  4.35
H  0.61  1.52  6.25
H  0.32  -0.95  5.84
H  0.14  -1.77  3.50

---

Short version: relative energy (zero: lowest compared OMol25 entry of this formula, charge and spin) = 5.34, 0.00 kcal/mol, in the order given.